# 1
# C9H10BrCuINO2

C9H10BrCuINO2 as an isolated structure (ωB97M-V/def2-TZVPD, the OMol25 dataset).

```
25
Properties=species:S:1:pos:R:3:forces:R:3
Cu -0.621 -0.592 1.186 0.153 -0.383 0.133
N -2.341 -1.437 1.955 0.105 0.308 -0.105
C -3.373 -0.400 1.678 -0.020 0.057 0.092
C -2.870 0.993 2.066 0.142 0.071 -0.279
C -2.127 1.710 0.904 -0.175 0.045 0.065
O -2.519 2.815 0.565 0.089 -0.093 0.029
O -1.146 1.060 0.370 -0.154 0.319 -0.079
H -2.626 -2.330 1.572 0.034 -0.074 0.012
H -2.246 -1.554 2.957 -0.037 -0.084 0.047
H -4.301 -0.635 2.207 0.019 -0.008 0.001
H -3.579 -0.427 0.608 -0.028 -0.038 0.004
H -2.184 0.909 2.917 -0.052 0.015 0.054
H -3.697 1.633 2.369 -0.033 -0.036 -0.011
Br 2.977 -3.211 -0.975 -0.002 0.041 -0.036
C 2.875 -1.387 -1.468 -0.035 0.040 0.115
C 3.253 -1.043 -2.758 -0.004 -0.007 0.027
C 3.206 0.281 -3.161 -0.005 -0.026 -0.017
C 2.768 1.261 -2.286 0.021 0.056 -0.013
C 2.379 0.923 -1.000 -0.070 0.078 0.100
C 2.441 -0.398 -0.590 -0.018 -0.309 0.242
I 1.896 -0.873 1.403 0.129 0.037 -0.375
H 3.584 -1.818 -3.435 0.009 0.009 -0.005
H 3.509 0.540 -4.167 -0.006 0.014 0.004
H 2.730 2.296 -2.595 -0.040 -0.010 -0.011
H 2.014 1.684 -0.323 -0.020 -0.022 0.005
```
Forces are in eV/Å.

Calculated values
E_LUMO	-0.2148	eV
HOMO energy	-8.296	eV
Kohn-Sham gap	0.29699	Ha
total charge	0

Atomic partial charges in e from the natural (NBO) method, atoms 1 to 4:
1. Cu 0.77
2. N -0.90
3. C -0.22
4. C -0.55

---

# 2
# C9H10BrN3O4Pd

C9H10BrN3O4Pd as an isolated structure (ωB97M-V/def2-TZVPD, the OMol25 dataset).

```
28
Properties=species:S:1:pos:R:3:forces:R:3
Pd 0.481 -0.037 -0.734 -0.060 -0.121 0.000
N 1.890 -0.765 0.643 -0.064 0.035 -0.123
C 3.001 0.188 0.431 -0.012 -0.052 0.012
C 2.393 1.590 0.623 0.000 -0.158 0.129
O 3.021 2.426 1.293 -0.010 0.039 -0.121
N 1.178 1.674 0.097 0.012 0.078 0.062
C 0.261 2.641 0.678 0.077 -0.115 -0.043
C -0.408 2.111 1.989 -0.222 0.115 -0.078
O -0.861 3.000 2.744 -0.045 0.005 -0.045
O -0.464 0.867 2.141 0.276 -0.128 0.131
H 1.455 -0.609 1.550 -0.163 0.092 0.001
H 2.134 -1.741 0.533 0.106 0.021 -0.014
H 3.365 0.052 -0.588 0.055 0.020 0.004
H 3.826 0.067 1.135 -0.040 -0.015 0.039
H -0.520 2.844 -0.059 -0.065 0.021 0.114
H 0.763 3.575 0.929 0.083 0.009 -0.064
Br -0.294 -6.490 -2.589 0.119 -0.298 0.047
C -0.471 -4.574 -2.379 -0.242 0.288 -0.159
C -1.103 -4.069 -1.210 0.081 0.009 0.052
C -0.872 -2.779 -0.825 0.048 0.029 0.076
N -0.012 -1.932 -1.466 0.040 0.110 -0.067
C 0.655 -2.454 -2.539 0.005 -0.037 0.034
C 0.490 -3.730 -2.997 0.072 0.017 0.073
H -1.797 -4.677 -0.644 -0.036 0.014 -0.025
H -1.396 -2.352 0.022 0.008 0.004 0.000
H 1.325 -1.770 -3.046 -0.008 0.006 -0.003
H 1.062 -4.067 -3.853 -0.032 0.010 -0.028
O -0.687 0.811 -1.970 0.016 0.002 -0.004
```
Forces are in eV/Å.

Calculated values
E_LUMO (alpha / beta)	4.3903 / 4.2713	eV
HOMO energy (alpha / beta)	0.337 / -1.462	eV
Kohn-Sham gap (alpha / beta)	0.14894 / 0.21071	Ha
total charge	-2
expectation value of S²	2.022
multiplicity	3

Atomic partial charges in e from the natural (NBO) method, atoms 1 to 4:
1. Pd 0.88
2. N -0.80
3. C -0.31
4. C 0.62

---

# 3
# C9H10Cl4MnN2O2SSi

C9H10Cl4MnN2O2SSi as an isolated structure (ωB97M-V/def2-TZVPD, the OMol25 dataset).

```
30
Properties=species:S:1:pos:R:3:forces:R:3
Mn -0.077 0.571 -1.469 0.091 0.151 -0.124
Cl -1.809 3.857 4.862 0.009 -0.022 -0.014
C -1.341 2.827 3.542 0.000 0.000 0.043
C -0.856 1.536 3.810 -0.004 0.003 0.008
C -0.483 0.704 2.791 0.007 -0.017 0.000
C -0.566 1.104 1.433 -0.013 0.043 -0.014
O -0.205 0.282 0.505 -0.055 -0.076 0.086
C -1.057 2.420 1.181 0.016 -0.048 0.019
C -1.204 2.974 -0.127 -0.020 0.038 -0.031
O -0.934 2.452 -1.220 0.036 -0.079 0.042
C -1.438 3.258 2.255 -0.006 0.018 -0.023
H -0.779 1.207 4.839 -0.001 -0.001 -0.001
H -0.103 -0.289 2.995 -0.006 0.016 0.011
H -1.611 3.995 -0.156 -0.003 0.006 -0.021
H -1.810 4.253 2.042 0.002 -0.006 -0.002
C 0.734 -3.574 -0.321 -0.036 0.009 -0.013
N -0.220 -2.593 -0.814 0.017 -0.050 -0.033
C -0.368 -2.253 -2.088 -0.066 -0.011 0.079
N 0.405 -2.829 -3.007 0.029 -0.035 -0.069
S -1.564 -1.096 -2.544 0.046 -0.006 -0.020
H 0.587 -3.686 0.749 -0.003 0.018 0.003
H 1.759 -3.247 -0.499 0.018 0.007 0.003
H 0.564 -4.543 -0.795 -0.004 0.010 -0.007
H -0.793 -2.083 -0.161 0.025 0.022 0.048
H 1.248 -3.315 -2.740 0.000 0.013 0.011
H 0.385 -2.435 -3.934 -0.002 0.016 0.001
Cl 3.342 -1.390 -1.717 -0.001 0.023 0.020
Si 2.265 0.272 -2.497 -0.012 -0.041 -0.082
Cl 2.271 -0.193 -4.560 -0.048 -0.001 0.068
Cl 3.659 1.813 -2.355 -0.014 0.001 0.011
```
Forces are in eV/Å.

Calculated values
E_LUMO (alpha / beta)	-0.5405 / -0.7146	eV
HOMO energy (alpha / beta)	-8.151 / -8.601	eV
Kohn-Sham gap (alpha / beta)	0.27967 / 0.28984	Ha
total charge	0
expectation value of S²	8.757
multiplicity	6

Atomic partial charges in e from the natural (NBO) method, atoms 1 to 4:
1. Mn 1.36
2. Cl 0.00
3. C -0.09
4. C -0.15

---

# 4
# C9H10ClN

A 2-piece molecular cluster, C9H10ClN overall (ωB97M-V/def2-TZVPD, the OMol25 dataset).

```
21
Properties=species:S:1:pos:R:3:forces:R:3
C -1.333 0.203 -0.931 2.833 -3.630 0.289
C -1.627 -0.708 0.055 1.117 -1.776 -1.366
C -0.344 -0.094 -1.874 -0.430 -0.849 0.346
C -1.033 -2.007 0.020 -0.183 2.266 0.031
C 0.270 -1.329 -1.869 -1.385 -1.029 0.500
C -0.109 -2.329 -0.925 0.652 1.822 -0.889
C 0.051 2.532 1.743 1.334 -2.008 1.428
C 1.105 2.190 0.955 -2.791 -0.928 0.472
C 1.496 0.732 0.924 0.436 -0.342 0.886
N 1.159 -0.136 1.778 -0.107 0.842 0.056
Cl 2.716 0.389 -0.269 0.630 -0.014 -0.593
H -2.000 0.912 -1.078 -2.535 4.004 -0.516
H -2.449 -0.489 0.657 -1.074 0.097 1.285
H -0.177 0.506 -2.736 0.084 0.757 -0.390
H -1.269 -2.753 0.705 -0.722 -0.966 1.306
H 0.723 -1.627 -2.784 1.141 -0.160 -0.315
H -0.039 3.532 1.999 -0.744 2.197 -0.398
H -0.510 1.909 2.528 1.199 0.263 -1.730
H 1.432 2.929 0.203 0.484 -0.719 0.687
H 1.623 -1.056 1.805 -0.251 0.775 -0.740
H 0.315 -3.305 -0.905 0.314 -0.601 -0.348
```
Forces are in eV/Å.

Calculated values
E_LUMO	0.2591	eV
HOMO energy	-9.018	eV
Kohn-Sham gap	0.34093	Ha
SMILES	[H]/N=C(\Cl)C=C.c1ccccc1
total charge	0

Atomic partial charges in e from the natural (NBO) method, atoms 1 to 4:
1. C -0.21
2. C -0.19
3. C -0.20
4. C -0.21

---

Computed F_max, in the same sequence as the records: 0.4, 0.4, 0.2, 4.8 eV Å⁻¹.
Computed electronic energy, in the same sequence as the records: -137863.55158, -95676.30679, -116700.15893, -23505.41348 eV.